No. 1
Below is a structure of composition C30H29BClF5N7O7SSn, with properties calculated with ωB97M-V/def2-TZVPD.

## Properties
Energy relative to the best compared isomer or geometry (same formula, charge and spin) (kcal/mol): 40.93
Lowest unoccupied orbital energy (eV): -0.4
HOMO-LUMO gap (eV): 3.40
HOMO level (eV): -3.8
E (Eh): -3667.436962
F_max (eV/A): 0.81

Geometry as ORCA input:
```
! RIJCOSX wB97M-V def2-TZVPD def2/J DEFGRID3
* xyz -1 1
Sn 0.0939 0.0787 0.4593
N -0.3422 -3.8435 2.4313
C 0.3592 -2.7373 2.0830
S -0.0508 -1.2534 2.8686
N 1.3785 -2.9100 1.2592
N 1.8585 -1.7704 0.7693
C 2.9871 -1.7113 0.1485
C 3.8496 -2.9036 -0.0418
C 5.1115 -2.9749 0.5414
C 5.8623 -4.1381 0.4571
C 5.3627 -5.2408 -0.2199
C 4.1082 -5.1740 -0.8111
C 3.3520 -4.0178 -0.7158
C 3.3707 -0.3873 -0.3513
C 4.3414 -0.2330 -1.3424
C 4.6335 1.0355 -1.8057
C 3.9764 2.1276 -1.2612
C 3.0214 1.8932 -0.2873
N 2.7272 0.6779 0.1625
H -1.2528 -3.6287 2.8056
H -0.3499 -4.5727 1.7310
H 5.4969 -2.1198 1.0845
H 6.8355 -4.1916 0.9304
H 5.9488 -6.1502 -0.2771
H 3.7185 -6.0349 -1.3405
H 2.3666 -3.9698 -1.1591
H 4.8138 -1.1087 -1.7667
H 5.3519 1.1742 -2.6042
H 4.1690 3.1319 -1.6101
H 2.4550 2.7052 0.1519
O 1.2685 1.6065 -3.8509
Cl 0.3010 1.1851 -2.8743
O -0.9872 1.0602 -3.4857
O 0.7092 -0.0877 -2.3203
O 0.2395 2.1557 -1.8104
F -6.4494 -0.5083 -1.7757
C -6.0352 0.6033 -1.1207
C -4.7157 0.6971 -0.7664
C -4.2719 1.7896 -0.0312
C -2.8323 1.8639 0.2883
O -2.0940 1.0254 -0.1950
C -2.4469 2.9712 1.1333
C -3.3870 3.8543 1.5174
N -4.7272 3.7942 1.1888
C -5.6262 4.7554 1.7560
C -6.7005 4.2999 2.7038
C -5.5204 5.0690 3.2159
C -5.1778 2.7766 0.3772
C -6.4988 2.7046 -0.0735
C -6.9409 1.6259 -0.8288
N -8.2890 1.6521 -1.3135
C -8.7351 0.6652 -2.2929
C -10.1023 1.1500 -2.8278
N -10.1542 2.6171 -2.5503
C -10.3694 2.8420 -1.0902
C -9.3575 1.9245 -0.3656
C -1.0165 3.1720 1.6991
O -0.7792 4.3047 2.1324
O -0.2788 2.1520 1.7241
H -4.0139 -0.0855 -1.0382
H -3.0850 4.6942 2.1284
H -5.8595 5.5925 1.1036
H -6.7360 3.2429 2.9323
H -7.6677 4.7853 2.6706
H -4.7933 4.5286 3.8050
H -5.6599 6.0969 3.5185
H -7.1852 3.5059 0.1688
H -8.8389 -0.3416 -1.8808
H -8.0136 0.6252 -3.1050
H -10.9373 0.6787 -2.3131
H -10.2008 0.9659 -3.8946
H -10.8164 3.1237 -3.1308
H -9.1891 2.9400 -2.7148
H -11.3993 2.6017 -0.8337
H -10.1825 3.8939 -0.8803
H -9.8451 0.9959 -0.0414
H -8.9655 2.4163 0.5184
F -1.7441 -2.2185 0.1697
B -2.6173 -3.3384 0.0670
F -3.4712 -3.1548 -1.0311
F -1.8637 -4.5191 -0.0868
F -3.3747 -3.4314 1.2565
*
```

Table of Mulliken atomic charges, one value per atom, all in e: 1.70 -0.52 0.40 -0.54 -1.32 0.87 -0.09 -0.03 -0.04 -0.66 -0.34 -0.65 -0.19 0.52 -0.62 -0.49 -0.54 -0.25 -0.30 0.28 0.30 0.42 0.35 0.37 0.37 0.46 0.43 0.38 0.38 0.38 -0.73 1.78 -0.70 -0.69 -0.62 -0.35 -0.06 -0.36 0.29 1.31 -0.79 -0.24 -0.46 0.25 -0.30 -0.44 -0.91 -0.41 -0.54 -0.79 0.31 -0.81 -0.66 -0.12 -0.74 -0.68 0.03 -0.77 -0.67 0.80 0.73 0.36 0.24 0.26 0.35 0.26 0.83 0.48 0.51 0.31 0.37 0.31 0.37 0.36 0.43 0.28 0.49 0.20 0.06 -0.39 -0.40 -0.42

=====

No. 2
Below is a structure of composition C30H29BaCl3FGeN4O6S at a distorted geometry, with properties calculated with ωB97M-V/def2-TZVPD.

## Properties
⟨S²⟩: 0.771
Energy relative to the best compared isomer or geometry (same formula, charge and spin) (kcal/mol): 126.95
Lowest unoccupied orbital energy (alpha / beta) (eV): 4.0 / 4.0
HOMO-LUMO gap (alpha / beta) (eV): 5.32 / 7.08
HOMO level (alpha / beta) (eV): -1.3 / -3.1
E (Eh): -5812.331664
F_max (eV/A): 5.23

Geometry as ORCA input:
```
! RIJCOSX wB97M-V def2-TZVPD def2/J DEFGRID3
* xyz -2 2
Ba 0.1246 0.1781 -0.1526
C -1.4408 2.6214 5.9859
C -0.7155 2.0647 4.7557
C -0.0134 3.1927 3.9947
C 0.2621 0.9703 5.1302
C 1.1961 1.2071 6.1238
C 2.0892 0.2319 6.5230
C 2.0524 -1.0070 5.9083
C 1.1718 -1.2796 4.8757
C 1.2295 -2.6443 4.2196
C 1.9610 -2.5708 2.8770
C -0.1351 -3.3106 4.0151
C 0.2701 -0.2754 4.4603
N -0.4821 -0.4984 3.3438
C -1.7849 -0.5768 3.3121
C -2.6438 -0.5896 4.4328
C -4.0133 -0.5847 4.2912
C -4.5863 -0.5058 3.0075
C -3.8302 -0.5284 1.8743
C -2.3808 -0.7254 1.9442
F -1.6985 0.4599 1.1742
H -2.2710 3.2521 5.6722
H -0.7769 3.2233 6.6025
H -1.8361 1.8100 6.5914
H -1.4742 1.6467 4.0922
H 0.8763 3.5268 4.5272
H -0.6852 4.0424 3.8749
H 0.2772 2.8409 3.0057
H 1.2187 2.1735 6.6067
H 2.7991 0.4275 7.3148
H 2.7298 -1.7808 6.2455
H 1.8105 -3.2857 4.8976
H 1.4402 -1.8862 2.2113
H 1.9723 -3.5505 2.4046
H 2.9895 -2.2364 2.9966
H -0.6134 -2.9429 3.1133
H -0.7989 -3.1302 4.8584
H -0.0028 -4.3867 3.9053
H -2.1842 -0.5925 5.4132
H -4.6516 -0.6278 5.1646
H -5.6638 -0.4555 2.9196
H -4.2574 -0.5261 0.8840
O 1.0012 4.3730 -0.0740
C 1.1788 3.1736 0.1137
O 0.6686 2.2182 -0.5339
C 2.1264 2.7603 1.2398
C 3.0367 3.6859 1.7384
C 3.9039 3.2966 2.7381
C 3.8278 1.9937 3.2020
C 2.8709 1.1473 2.6627
N 2.0344 1.5158 1.7021
H 3.0426 4.6768 1.3140
H 4.6277 3.9921 3.1441
H 4.5003 1.6408 3.9686
H 2.7703 0.1330 3.0256
N -0.9096 -3.4029 -5.9235
C -0.5572 -2.4630 -5.3584
C -0.1637 -1.2673 -4.7390
C 0.0252 -0.1128 -5.5185
C 0.3803 1.0581 -4.8829
C 0.5202 1.0542 -3.5004
N 0.3350 -0.0369 -2.7620
C 0.0182 -1.1644 -3.3528
H -0.1093 -0.1600 -6.5906
H 0.5474 1.9662 -5.4471
H 0.8000 1.9439 -2.9510
H -0.1095 -2.0272 -2.7143
Cl 4.5035 -1.4126 0.2228
Ge 2.9337 -0.1082 -0.8560
Cl 4.3301 1.7392 -0.8389
Cl 3.5187 -0.7255 -3.0249
O -1.9371 -3.2659 -0.6871
S -1.4060 -2.0090 -0.2498
O -1.9648 -1.8712 1.3145
O 0.0356 -1.9874 -0.0994
O -1.8777 -0.8633 -0.9916
*
```

Table of Mulliken atomic charges, one value per atom, all in e: 1.36 -1.90 1.14 -1.28 0.82 -0.28 -1.39 -1.13 0.55 0.42 -1.21 -1.51 -0.65 1.32 -0.74 -0.49 -1.14 -0.55 -1.74 2.27 -0.64 0.45 0.37 0.38 0.07 0.19 0.52 0.11 0.29 0.34 0.34 0.64 0.05 0.52 0.36 0.16 0.33 0.53 0.55 0.37 0.37 0.47 -0.80 0.08 -0.60 0.13 -0.58 -0.82 -0.75 -0.59 1.65 0.54 0.39 0.50 0.15 -0.58 -0.02 0.00 -0.20 -0.96 -0.36 0.54 -0.38 0.47 0.43 0.45 0.67 -0.50 1.03 -0.48 -0.53 -0.67 0.45 -0.32 -0.49 -0.49

=====

No. 3
Below is a structure of composition C30H29BrIN3O3W at a distorted geometry, with properties calculated with ωB97M-V/def2-TZVPD.

## Properties
⟨S²⟩: 2.031
Energy relative to the best compared isomer or geometry (same formula, charge and spin) (kcal/mol): 49.89
Lowest unoccupied orbital energy (alpha / beta) (eV): -7.7 / -7.7
HOMO-LUMO gap (alpha / beta) (eV): 5.30 / 5.28
HOMO level (alpha / beta) (eV): -12.9 / -12.9
E (Eh): -4488.629753
F_max (eV/A): 4.02

Geometry as ORCA input:
```
! RIJCOSX wB97M-V def2-TZVPD def2/J DEFGRID3
* xyz 2 3
W 1.3990 0.2279 -0.4220
C -2.6889 1.1977 3.3246
O -1.4518 1.2418 2.6238
C -0.4627 0.4770 3.2266
C -0.4092 0.2056 4.6072
C 0.7565 -0.3283 5.1111
C 1.7838 -0.6682 4.2584
C 1.8150 -0.2801 2.9448
C 3.0241 -0.2754 2.2562
N 3.0651 0.0239 0.9542
N 4.2583 0.2935 0.3282
C 4.1019 0.4651 -0.9664
O 2.9605 0.3628 -1.5902
C 5.3532 0.8987 -1.5742
C 5.3051 1.8553 -2.6556
C 6.5064 2.2650 -3.2088
C 7.7204 1.7112 -2.7948
C 7.7497 0.7493 -1.8152
C 6.5899 0.3685 -1.1107
C 0.6811 0.3161 2.3563
O 0.4813 0.8278 1.0831
H -2.9912 0.2714 3.7856
H -3.4312 1.5169 2.6011
H -2.8522 1.9351 4.1741
H -1.2020 0.5041 5.2551
H 0.8294 -0.6227 6.1879
H 2.5949 -1.2220 4.7585
H 3.9446 -0.6831 2.7126
H 4.3689 2.2949 -2.9319
H 6.4782 3.1321 -3.8530
H 8.5932 1.8866 -3.4068
H 8.6607 0.2537 -1.6460
H 6.6583 -0.1706 -0.1998
C -2.9780 -3.1773 0.0228
N -1.5381 -3.6957 -0.0476
C -1.3709 -4.8969 -0.8785
C -0.5893 -2.5496 -0.3334
C -0.8646 -1.7223 -1.5381
C -1.7100 -2.1237 -2.6404
C -1.9087 -1.3062 -3.7486
C -1.0918 -0.2585 -3.9689
C -0.1407 0.1142 -3.0216
C -0.1045 -0.5442 -1.8085
H -3.5338 -4.0302 0.4517
H -3.2809 -2.9522 -1.0376
H -3.0954 -2.2685 0.5264
H -1.4014 -4.0110 0.9789
H -0.3654 -4.9293 -1.2738
H -2.0705 -5.0371 -1.7387
H -1.5923 -5.8236 -0.2539
H 0.4142 -3.0129 -0.3860
H -0.6378 -1.9312 0.6031
H -2.1508 -3.1256 -2.6874
H -2.7546 -1.5753 -4.3964
H -1.1591 0.3087 -4.8956
H 0.5837 0.8685 -3.2750
Br -3.6064 5.8504 -0.8609
C -4.3377 4.1609 -0.4064
C -5.5857 4.1765 0.2428
C -6.0606 3.0161 0.8397
C -5.3677 1.8027 0.6503
C -4.1429 1.8070 -0.0603
C -3.6000 2.9511 -0.5610
I -1.6194 2.9997 -1.4574
H -6.0923 5.1656 0.4971
H -7.0115 3.0288 1.3786
H -5.7355 0.8450 1.0580
H -3.6899 0.8451 -0.3472
*
```

Table of natural (NBO) atomic charges, one value per atom, all in e: 1.99 -0.29 -0.47 0.28 -0.23 -0.17 -0.19 -0.14 0.18 -0.43 -0.33 0.56 -0.71 -0.13 -0.18 -0.19 -0.16 -0.20 -0.15 0.23 -0.64 0.18 0.22 0.20 0.25 0.25 0.25 0.24 0.22 0.23 0.24 0.23 0.24 -0.42 -0.36 -0.45 -0.23 -0.08 -0.20 -0.18 -0.19 -0.12 -0.47 0.24 0.25 0.24 0.45 0.24 0.25 0.25 0.24 0.23 0.21 0.25 0.25 0.23 0.12 -0.13 -0.22 -0.19 -0.21 -0.28 -0.13 0.13 0.26 0.24 0.22 0.21

=====

Question: Which value of F_max does entry 2 give?
Answer: 5.23 eV/A

=====

Question: The highest E belongs to which entry?
Answer: C30H29BClF5N7O7SSn

=====

Question: Look up the E of the first one.
Answer: -3667.436962 Eh

=====

Question: Which formula does entry 3 have?
Answer: C30H29BrIN3O3W